Formula: C26H60F6N4O4P
Source: OMol25
Level of theory: ωB97M-V/def2-TZVPD

CARTESIAN COORDINATES (ANGSTROEM)
1 P 0.951 -3.103 -0.734
2 F 2.078 -4.154 -0.888
3 F 0.869 -3.404 0.840
4 F 2.049 -1.878 -0.555
5 F -0.231 -2.035 -0.503
6 F 0.804 -2.846 -2.335
7 F -0.172 -4.247 -0.988
8 C -6.322 -4.836 4.085
9 C -4.823 -4.873 3.714
10 C -4.335 -6.333 3.353
11 C -3.045 -6.338 2.599
12 C -3.125 -5.569 1.275
13 C -3.541 -4.133 1.421
14 N -4.698 -4.001 2.480
15 O -5.484 -3.136 2.373
16 C -4.053 -3.507 0.151
17 C -2.376 -3.210 2.074
18 C -3.917 -4.271 4.813
19 H -6.536 -3.908 4.614
20 H -6.386 -5.671 4.796
21 H -6.959 -5.025 3.296
22 H -5.075 -6.809 2.703
23 H -4.287 -6.858 4.289
24 H -2.598 -7.319 2.481
25 H -2.353 -5.875 3.340
26 H -3.912 -6.119 0.664
27 H -2.162 -5.547 0.705
28 H -3.274 -3.422 -0.590
29 H -4.383 -2.504 0.342
30 H -4.900 -4.171 -0.106
31 H -2.682 -2.162 2.052
32 H -1.499 -3.236 1.476
33 H -2.026 -3.542 3.077
34 H -4.147 -4.762 5.716
35 H -3.987 -3.172 5.022
36 H -2.867 -4.434 4.575
37 C 0.018 6.874 -0.981
38 C 1.001 6.827 -2.041
39 C 1.865 8.018 -2.264
40 C 1.184 9.406 -2.055
41 C 2.179 10.591 -1.624
42 C 1.995 10.943 -0.194
43 N 2.779 7.881 -1.004
44 O 3.634 7.180 -1.119
45 C 0.740 10.994 0.482
46 C 3.323 11.102 0.540
47 C 1.250 5.731 -2.928
48 H -0.040 5.878 -0.568
49 H -0.978 7.263 -1.063
50 H 0.812 7.341 -0.311
51 H -4.155 -12.556 5.705
52 H 2.570 8.074 -3.256
53 H 0.499 9.349 -1.336
54 H 0.823 9.563 -3.086
55 H 1.729 11.455 -2.235
56 H 3.223 10.246 -2.105
57 H 0.670 10.166 1.200
58 H -0.043 11.064 -0.229
59 H 0.737 11.871 1.127
60 H 3.168 11.047 1.635
61 H 3.820 12.013 0.211
62 H 4.179 10.459 0.052
63 H 4.083 3.154 8.571
64 H 0.616 4.905 -3.119
65 H 2.123 5.795 -3.386
66 C 5.126 -0.965 3.322
67 C 3.608 -1.244 3.315
68 C 2.675 -0.018 3.288
69 O 1.364 -0.542 2.909
70 C 0.562 0.334 2.160
71 N 3.263 -2.150 2.261
72 H 3.682 -3.124 2.379
73 H 2.290 -2.281 2.060
74 H 3.712 -1.800 1.354
75 H 5.263 -0.195 4.136
76 H 5.517 -0.708 2.294
77 H 5.614 -1.836 3.703
78 H 3.407 -1.788 4.205
79 H 3.008 0.693 2.505
80 H 2.616 0.514 4.223
81 H -0.448 -0.147 2.012
82 H 1.016 0.473 1.202
83 H 0.436 1.276 2.663
84 C 2.250 -4.108 -7.018
85 C 1.856 -3.217 -5.872
86 C 0.460 -2.693 -5.984
87 O -0.473 -3.773 -5.951
88 C -1.857 -3.303 -6.027
89 N 1.879 -3.955 -4.595
90 H 1.623 -3.435 -3.723
91 H 1.080 -4.667 -4.685
92 H 2.740 -4.486 -4.492
93 H 2.819 -4.917 -6.569
94 H 2.769 -3.505 -7.759
95 H 1.373 -4.527 -7.488
96 H 2.563 -2.328 -5.779
97 H 0.232 -2.138 -6.915
98 H 0.281 -1.943 -5.114
99 H -2.263 -2.645 -5.201
100 H -2.422 -4.221 -6.052
101 H -2.021 -2.861 -7.010

The net charge is +3. The calculation puts the HOMO-LUMO gap at 0.80 eV. The value obtained for the molar mass is 637.75 g/mol. For the relative energy (zero: lowest compared OMol25 entry of this formula, charge and spin), the calculation gives 320.03 kcal/mol. The max |F| comes out at 7.91 eV/A.

***

Formula: C26H60O7S
Source: OMol25
Level of theory: ωB97M-V/def2-TZVPD

CARTESIAN COORDINATES (ANGSTROEM)
1 C -3.940 4.878 -4.934
2 C -5.123 4.188 -4.244
3 C -5.282 2.721 -4.644
4 C -4.210 1.814 -4.035
5 C -4.588 1.294 -2.650
6 C -3.441 0.569 -1.954
7 C -3.870 -0.226 -0.722
8 C -2.778 -1.199 -0.234
9 C -2.609 -1.265 1.299
10 C -1.188 -0.947 1.790
11 C -0.287 -2.154 2.092
12 C -0.422 -3.244 1.020
13 C 0.561 -4.409 1.159
14 O 1.780 -4.069 1.881
15 S 2.367 -2.653 1.506
16 O 3.611 -2.531 2.196
17 O 2.319 -2.488 0.083
18 C 1.159 -1.630 2.277
19 H -3.735 4.421 -5.904
20 H -3.025 4.816 -4.344
21 H -4.141 5.936 -5.104
22 H -6.046 4.725 -4.476
23 H -5.001 4.249 -3.158
24 H -5.252 2.652 -5.736
25 H -6.273 2.365 -4.344
26 H -3.264 2.361 -3.959
27 H -4.016 0.961 -4.691
28 H -5.450 0.625 -2.741
29 H -4.918 2.137 -2.032
30 H -2.966 -0.111 -2.671
31 H -2.685 1.302 -1.656
32 H -4.788 -0.771 -0.964
33 H -4.130 0.472 0.079
34 H -1.832 -0.892 -0.686
35 H -3.005 -2.193 -0.621
36 H -3.293 -0.546 1.755
37 H -2.928 -2.243 1.670
38 H -1.213 -0.312 2.680
39 H -0.683 -0.355 1.023
40 H -0.594 -2.582 3.051
41 H -0.345 -2.800 0.027
42 H -1.424 -3.666 1.088
43 H 0.142 -5.229 1.736
44 H 0.857 -4.784 0.181
45 H 1.441 -1.626 3.329
46 H 1.284 -0.622 1.879
47 C 1.592 4.079 1.341
48 C 1.093 2.899 2.154
49 C 1.991 2.610 3.346
50 O 0.977 1.745 1.318
51 H 2.590 3.858 0.956
52 H 0.942 4.252 0.483
53 H 1.639 4.992 1.936
54 H 0.076 3.086 2.504
55 H 3.004 2.376 3.008
56 H 1.618 1.755 3.913
57 H 2.048 3.471 4.014
58 H 1.844 1.578 0.927
59 C -4.348 -5.542 -2.231
60 C -3.371 -5.785 -1.093
61 C -3.676 -7.068 -0.340
62 O -3.348 -4.667 -0.203
63 H -5.366 -5.452 -1.842
64 H -4.102 -4.619 -2.757
65 H -4.332 -6.366 -2.946
66 H -2.356 -5.831 -1.493
67 H -4.676 -7.020 0.101
68 H -2.957 -7.221 0.466
69 H -3.642 -7.932 -1.005
70 H -4.227 -4.575 0.181
71 C 5.650 2.633 -2.661
72 C 4.534 3.490 -2.089
73 C 4.983 4.917 -1.822
74 O 3.999 2.900 -0.902
75 H 6.485 2.580 -1.956
76 H 5.297 1.619 -2.846
77 H 6.025 3.050 -3.596
78 H 3.693 3.500 -2.785
79 H 5.800 4.926 -1.094
80 H 4.161 5.509 -1.420
81 H 5.341 5.393 -2.736
82 H 4.713 2.850 -0.255
83 C 4.723 0.248 4.891
84 C 5.899 -0.716 4.956
85 C 6.993 -0.336 3.970
86 O 5.463 -2.052 4.739
87 H 4.277 0.223 3.892
88 H 3.956 -0.038 5.611
89 H 5.035 1.273 5.101
90 H 6.310 -0.716 5.968
91 H 6.604 -0.370 2.948
92 H 7.826 -1.036 4.037
93 H 7.366 0.672 4.161
94 H 5.076 -2.085 3.856

The calculation puts the HOMO-LUMO gap at 10.33 eV. The value obtained for the molar mass is 516.83 g/mol. For the relative energy (zero: lowest compared OMol25 entry of this formula, charge and spin), the calculation gives 0.00 kcal/mol. The max |F| comes out at 0.28 eV/A. As for the structure (SMILES): CCCCCCCCCC[C@H]1CCOS(=O)(=O)C1.CC(C)O.CC(C)O.CC(C)O.CC(C)O.

***

Formula: C26H62O10S
Source: OMol25
Level of theory: ωB97M-V/def2-TZVPD

CARTESIAN COORDINATES (ANGSTROEM)
1 C 0.406 4.769 -0.280
2 C 1.417 4.481 -1.490
3 C 1.457 2.965 -2.003
4 C 0.054 2.202 -1.999
5 C -1.163 3.036 -2.640
6 O -0.296 1.620 -0.683
7 S 0.497 0.102 -0.720
8 O -0.486 -0.899 -1.313
9 O 0.890 -0.284 0.867
10 C 0.025 -1.309 1.433
11 C 0.111 -1.131 3.044
12 C 1.656 -1.007 3.543
13 C 2.102 0.537 3.646
14 O 1.401 1.212 4.723
15 C 1.912 2.534 4.907
16 C 1.026 3.785 4.483
17 O 3.047 2.687 5.405
18 H 0.192 3.876 0.389
19 H -0.546 5.270 -0.688
20 H 0.906 5.556 0.400
21 H 2.473 4.710 -1.087
22 H 1.266 5.236 -2.346
23 H 2.261 2.333 -1.474
24 H 1.799 3.000 -3.105
25 H 0.189 1.285 -2.690
26 H -1.867 2.291 -3.130
27 H -1.705 3.576 -1.787
28 H -0.753 3.831 -3.341
29 H 0.381 -2.364 1.197
30 H -1.088 -1.150 1.185
31 H -0.448 -1.968 3.584
32 H -0.352 -0.103 3.263
33 H 2.286 -1.586 2.794
34 H 1.738 -1.498 4.581
35 H 3.222 0.530 3.918
36 H 2.030 1.091 2.651
37 H 1.606 4.395 3.720
38 H 0.023 3.474 4.041
39 H 0.795 4.371 5.437
40 C -0.450 -1.619 -4.700
41 C -0.384 -0.520 -5.747
42 C -0.691 -1.059 -7.136
43 O 0.920 0.062 -5.743
44 H 0.287 -2.402 -4.907
45 H -0.218 -1.221 -3.712
46 H -1.443 -2.074 -4.668
47 H -1.094 0.272 -5.495
48 H 0.038 -1.823 -7.427
49 H -0.628 -0.261 -7.881
50 H -1.691 -1.498 -7.176
51 H 1.555 -0.632 -5.965
52 C -3.667 -4.159 -7.695
53 C -2.679 -4.309 -6.549
54 C -2.554 -5.760 -6.112
55 O -3.109 -3.516 -5.445
56 H -4.667 -4.489 -7.394
57 H -3.756 -3.111 -7.991
58 H -3.355 -4.743 -8.565
59 H -1.700 -3.932 -6.857
60 H -3.515 -6.144 -5.756
61 H -1.849 -5.851 -5.281
62 H -2.208 -6.392 -6.934
63 H -3.975 -3.840 -5.164
64 C 0.620 3.429 9.349
65 C 1.894 2.675 9.696
66 C 3.104 3.289 9.012
67 O 1.763 1.312 9.295
68 H 0.428 3.396 8.271
69 H -0.243 2.970 9.838
70 H 0.683 4.475 9.660
71 H 2.041 2.681 10.779
72 H 2.998 3.251 7.923
73 H 4.011 2.731 9.260
74 H 3.242 4.331 9.313
75 H 1.633 1.295 8.337
76 C -4.621 0.562 2.743
77 C -4.035 -0.101 3.980
78 C -4.654 0.456 5.253
79 O -2.624 0.109 4.007
80 H -4.425 1.640 2.749
81 H -4.160 0.161 1.837
82 H -5.701 0.405 2.685
83 H -4.202 -1.180 3.932
84 H -4.459 1.529 5.344
85 H -4.215 -0.022 6.133
86 H -5.735 0.295 5.270
87 H -2.465 1.061 4.050
88 C 4.627 -4.091 -4.239
89 C 3.421 -3.164 -4.264
90 C 2.676 -3.188 -2.939
91 O 2.537 -3.564 -5.309
92 H 4.319 -5.127 -4.065
93 H 5.145 -4.072 -5.202
94 H 5.332 -3.800 -3.457
95 H 3.747 -2.144 -4.485
96 H 2.301 -4.192 -2.718
97 H 1.807 -2.526 -2.974
98 H 3.324 -2.870 -2.117
99 H 2.244 -4.465 -5.123

The calculation puts the HOMO-LUMO gap at 10.17 eV. The value obtained for the molar mass is 566.84 g/mol. The max |F| comes out at 4.22 eV/A.

***

Formula: C26H62O14Zn2
Source: OMol25
Level of theory: ωB97M-V/def2-TZVPD

CARTESIAN COORDINATES (ANGSTROEM)
1 Zn 4.230 15.864 22.679
2 Zn 5.328 23.238 19.674
3 C 3.996 20.108 22.257
4 C 4.357 21.050 21.176
5 C 5.263 20.525 19.911
6 O 5.715 21.413 19.143
7 C 5.426 19.110 19.792
8 C 4.936 18.309 20.772
9 C 4.194 18.795 22.014
10 O 3.735 17.975 22.957
11 O 5.147 17.012 20.529
12 O 4.092 22.222 21.054
13 H 3.623 20.483 23.198
14 H 5.949 18.802 18.899
15 C 9.670 21.203 20.389
16 C 9.298 21.450 18.950
17 O 8.255 20.549 18.530
18 H 10.471 21.894 20.652
19 H 10.070 20.195 20.502
20 H 8.849 21.380 21.083
21 H 10.073 21.586 18.196
22 H 8.861 22.443 19.054
23 H 7.454 20.777 19.007
24 C 10.248 16.791 19.788
25 C 9.112 17.331 19.039
26 O 8.065 16.395 19.203
27 H 10.480 15.746 19.582
28 H 10.232 16.819 20.878
29 H 11.191 17.254 19.500
30 H 9.344 17.495 17.986
31 H 8.720 18.255 19.462
32 H 7.224 16.857 19.220
33 C 0.412 19.379 22.304
34 C -1.011 19.654 21.744
35 O -0.885 20.638 20.773
36 H 0.272 18.624 23.077
37 H 0.773 20.274 22.809
38 H 1.144 19.005 21.588
39 H -1.603 20.096 22.546
40 H -1.483 18.787 21.282
41 H -0.588 21.431 21.227
42 C 5.839 24.956 16.083
43 C 6.131 23.688 16.873
44 O 6.433 23.955 18.183
45 H 5.084 25.528 16.622
46 H 5.297 24.759 15.158
47 H 6.749 25.516 15.865
48 H 6.988 23.162 16.452
49 H 5.327 22.955 16.825
50 H 7.187 24.540 18.079
51 C 0.797 18.975 17.935
52 C 2.020 19.791 18.336
53 O 2.509 20.471 17.249
54 H 0.088 19.666 17.480
55 H 0.426 18.588 18.884
56 H 1.164 18.134 17.346
57 H 2.791 19.103 18.684
58 H 1.675 20.467 19.118
59 H 3.203 19.917 16.886
60 C 1.364 23.644 19.085
61 C 2.696 24.014 18.390
62 O 3.560 22.925 18.504
63 H 0.762 24.554 19.076
64 H 1.662 23.302 20.076
65 H 0.721 22.855 18.696
66 H 3.092 25.002 18.622
67 H 2.605 24.137 17.311
68 H 3.099 22.149 18.179
69 C 5.094 16.052 16.484
70 C 4.168 17.329 16.443
71 O 3.430 17.584 15.289
72 H 5.941 16.142 15.804
73 H 4.542 15.168 16.165
74 H 5.655 15.949 17.413
75 H 4.921 18.110 16.546
76 H 3.496 17.318 17.302
77 H 4.043 17.495 14.556
78 C 2.128 23.354 25.355
79 C 3.036 23.328 23.990
80 O 2.274 23.047 22.891
81 H 1.865 22.352 25.695
82 H 1.188 23.904 25.320
83 H 2.686 23.879 26.130
84 H 3.794 22.545 24.006
85 H 3.439 24.339 24.044
86 H 2.770 22.711 22.141
87 C 6.992 20.744 24.639
88 C 8.463 20.361 24.860
89 O 9.108 20.478 23.662
90 H 6.467 20.747 25.595
91 H 6.446 20.041 24.010
92 H 6.966 21.745 24.208
93 H 8.627 19.328 25.168
94 H 9.008 21.058 25.496
95 H 8.631 21.217 23.277
96 C 1.672 15.177 19.355
97 C 1.817 16.038 20.649
98 O 2.488 15.275 21.615
99 H 2.591 14.706 19.009
100 H 1.248 15.788 18.558
101 H 0.977 14.339 19.409
102 H 0.825 16.324 20.999
103 H 2.219 17.007 20.353
104 H 2.165 14.386 21.447

The expectation value of S² is 0.754. The net charge is +3. The calculation puts the HOMO-LUMO gap (spin up / spin down) at 4.73 / 2.29 eV. The value obtained for the molar mass is 729.55 g/mol. The max |F| comes out at 4.79 eV/A. Its multiplicity is 2.

***

| no. | total energy (hartree) |
| --- | --- |
| 1 | -2485.7860 |
| 2 | -1951.4986 |
| 3 | -2178.2705 |
| 4 | -5638.5767 |